Run A
This record from the Open Molecules 2025 dataset describes the molecule C2H2N4O2. The level of theory is ωB97M-V with the def2-TZVPD basis set.

## Properties
- SMILES string: O=C(O)c1nn[nH]n1

Last column: natural (NBO) charge in e.
Positions of all 10 atoms, in Å:
C (1.35, 0.21, 0.01)  0.725
C (-0.08, 0.20, 0.08)  0.122
H (3.03, -0.49, -0.07)  0.501
H (-2.93, -1.02, -0.27)  0.450
N (-0.80, 1.28, 0.03)  -0.176
N (-1.97, 0.90, -0.08)  -0.010
N (-2.00, -0.48, 0.03)  -0.231
N (-0.74, -1.00, 0.25)  -0.160
O (2.17, -0.86, -0.09)  -0.654
O (1.97, 1.26, 0.12)  -0.567


Run B
This record from the Open Molecules 2025 dataset describes the molecule C2H2N4O2. The level of theory is ωB97M-V with the def2-TZVPD basis set.

## Properties
- SMILES string: C=Nn1onnc1=O

Last column: natural (NBO) charge in e.
Positions of all 10 atoms, in Å:
C (-0.54, -2.48, -0.42)  -0.103
C (0.84, 0.72, 0.21)  0.656
H (-0.02, -3.52, -0.69)  0.218
H (-1.60, -2.30, -0.08)  0.187
N (0.27, -1.56, -0.39)  -0.213
N (0.02, -0.30, -0.16)  -0.008
N (-1.19, 1.48, 0.29)  0.197
N (0.01, 1.84, 0.47)  -0.207
O (-1.29, 0.11, 0.00)  -0.193
O (2.04, 0.66, 0.08)  -0.535


Which structure is the least stable? The one labeled run B.


Run A
This record from the Open Molecules 2025 dataset describes a cluster of 11 separate species, H21O11 in total. The level of theory is ωB97M-V with the def2-TZVPD basis set.

## Properties
- Charge: -1

Last column: natural (NBO) charge in e.
Positions of all 32 atoms, in Å:
O (-0.40, -3.57, 1.89)  -0.979
H (0.26, -3.24, 1.26)  0.503
H (-1.22, -3.13, 1.66)  0.467
O (0.63, -3.06, -0.60)  -0.959
H (1.54, -3.39, -0.69)  0.458
H (0.54, -2.56, -1.44)  0.504
O (4.38, 0.57, -0.50)  -0.982
H (-3.84, 2.22, -1.55)  0.477
H (-0.44, 0.91, -1.79)  0.518
O (0.12, -0.78, 0.77)  -1.033
H (-0.54, -0.16, 1.08)  0.470
H (1.60, 0.30, 1.31)  0.511
O (-0.14, 2.03, 3.38)  -0.964
H (-2.55, 1.04, 1.11)  0.493
H (0.42, -0.58, -0.17)  0.522
O (-0.98, 1.77, -2.01)  -1.021
H (-1.15, 2.31, -1.24)  0.415
H (1.30, -0.15, -2.28)  0.452
O (0.52, -0.24, -1.72)  -1.206
H (4.06, 0.79, -1.37)  0.478
O (-3.35, 2.31, -0.73)  -0.942
H (3.71, 0.41, 0.17)  0.499
H (-2.58, 2.80, -0.99)  0.462
O (-0.53, -1.66, -3.60)  -1.030
H (-0.23, -1.09, -2.80)  0.502
H (-1.23, -2.25, -3.29)  0.448
O (-2.32, 1.11, 2.04)  -0.980
H (-0.27, 1.09, 3.22)  0.476
H (-2.20, 2.04, 2.28)  0.487
O (2.05, 1.10, 1.64)  -1.002
H (0.32, 2.15, 2.53)  0.484
H (2.51, 0.91, 2.46)  0.471


Run B
This record from the Open Molecules 2025 dataset describes a cluster of 11 separate species, H21O11 in total. The level of theory is ωB97M-V with the def2-TZVPD basis set.

## Properties
- Charge: -1

Last column: natural (NBO) charge in e.
Positions of all 32 atoms, in Å:
O (0.44, 0.07, 0.14)  -1.258
H (-0.50, 0.06, -0.13)  0.492
O (3.08, 0.72, 0.31)  -0.955
H (2.14, 0.63, 0.23)  0.487
H (3.41, 0.23, -0.40)  0.453
O (-2.05, 1.61, -1.73)  -1.002
H (-2.20, 0.89, -1.15)  0.484
H (-1.22, 2.06, -1.58)  0.493
O (-0.54, -0.70, 2.37)  -1.006
H (-0.07, -0.50, 1.53)  0.501
H (0.00, -0.24, 3.01)  0.482
O (0.54, 2.24, -1.17)  -0.997
H (1.31, 2.18, -1.70)  0.473
H (0.43, 1.39, -0.72)  0.488
O (1.36, -0.51, -2.23)  -0.989
H (1.85, -1.33, -2.17)  0.465
H (1.04, -0.32, -1.35)  0.496
O (-2.11, 1.36, 1.82)  -0.967
H (-1.53, 0.66, 2.11)  0.485
H (-2.02, 2.04, 2.55)  0.442
O (-0.85, -2.18, -2.09)  -0.969
H (-0.14, -1.62, -2.38)  0.497
H (-0.40, -2.97, -1.82)  0.474
O (1.13, -2.53, 0.06)  -1.020
H (0.67, -3.11, 0.71)  0.471
H (0.91, -1.59, 0.19)  0.510
O (1.01, 1.65, 2.33)  -0.965
H (0.89, 1.28, 1.46)  0.488
H (0.28, 2.24, 2.19)  0.458
O (-2.45, -0.84, -0.23)  -0.983
H (-1.82, -1.44, -0.72)  0.498
H (-2.59, -1.42, 0.54)  0.473


Which structure is the least stable? The one labeled run A.


Run A
This record from the Open Molecules 2025 dataset describes a structure of composition CH3NO2. The level of theory is ωB97M-V with the def2-TZVPD basis set.

Last column: natural (NBO) charge in e.
Positions of all 7 atoms, in Å:
C (0.06, -0.20, 0.64)  0.427
N (1.24, 0.20, 0.47)  -0.732
O (-1.04, -0.03, -0.01)  -0.254
O (-0.46, 0.49, -1.38)  -0.439
H (-0.41, -0.89, 1.46)  0.135
H (-1.47, 0.67, -2.02)  0.472
H (2.09, -0.24, 0.84)  0.390


Run B
This record from the Open Molecules 2025 dataset describes the molecule CH3NO2. The level of theory is ωB97M-V with the def2-TZVPD basis set.

## Properties
- SMILES string: O=CNO

Last column: natural (NBO) charge in e.
Positions of all 7 atoms, in Å:
C (-0.69, 0.39, 0.08)  0.511
H (2.37, -0.08, 0.47)  0.475
H (0.33, -1.30, -0.27)  0.364
H (-0.46, 1.45, 0.14)  0.126
N (0.44, -0.42, 0.17)  -0.345
O (1.61, 0.19, -0.17)  -0.565
O (-1.76, -0.12, -0.08)  -0.566


Which structure is the least stable? The one labeled run A.


Run A
This record from the Open Molecules 2025 dataset describes a cluster of 2 separate species, C3H8NO2S in total. The level of theory is ωB97M-V with the def2-TZVPD basis set.

## Properties
- Charge: -1

Last column: natural (NBO) charge in e.
Positions of all 15 atoms, in Å:
C (0.32, 0.78, -1.33)  -0.526
C (1.32, -0.25, -0.85)  -0.526
S (1.72, -0.89, 0.91)  -0.742
C (-1.00, 0.64, -0.44)  0.706
N (-0.84, 1.30, 0.78)  -0.886
O (-2.03, 0.05, -0.67)  -0.637
H (-0.08, 0.57, -2.30)  0.214
H (0.83, 1.74, -1.37)  0.214
H (2.25, 0.20, -1.05)  0.190
H (1.35, -1.24, -1.35)  0.205
H (-1.60, 1.01, 1.43)  0.376
H (0.10, 1.07, 1.15)  0.421
H (-0.27, -2.00, 2.24)  0.490
H (-1.02, -1.16, 1.11)  0.482
O (-1.04, -1.81, 1.76)  -0.981


Run B
This record from the Open Molecules 2025 dataset describes the ion C3H8NO2S with charge -1. The level of theory is ωB97M-V with the def2-TZVPD basis set.

## Properties
- SMILES string: CC(C)=[S@](N)(=O)[O-]
- Charge: -1

Last column: natural (NBO) charge in e.
Positions of all 15 atoms, in Å:
C (-0.59, -0.12, 0.11)  -0.623
C (-1.07, 0.17, 1.46)  -0.636
C (-0.69, -1.59, -0.16)  -0.660
N (0.92, 1.28, -1.74)  -1.065
O (2.22, -0.43, -0.41)  -1.013
O (1.43, 1.57, 0.83)  -1.018
S (1.06, 0.47, -0.17)  2.127
H (-0.47, -0.31, 2.16)  0.172
H (-1.13, 1.24, 1.66)  0.207
H (-2.18, -0.01, 1.35)  0.192
H (0.12, -1.68, -0.96)  0.216
H (-1.55, -1.69, -0.88)  0.197
H (-0.45, -2.25, 0.58)  0.174
H (1.66, 1.16, -2.36)  0.364
H (0.69, 2.18, -1.47)  0.366


Run C
This record from the Open Molecules 2025 dataset describes a cluster of 2 separate species, C3H8NO2S in total. The level of theory is ωB97M-V with the def2-TZVPD basis set.

## Properties
- Charge: -1

Last column: natural (NBO) charge in e.
Positions of all 15 atoms, in Å:
N (2.56, 1.78, 0.26)  -0.904
C (1.44, 0.94, 0.27)  0.864
O (0.36, 1.42, -0.22)  -0.831
O (1.58, -0.20, 0.79)  -0.793
H (3.31, 1.57, 0.91)  0.367
H (2.35, 2.78, 0.13)  0.367
H (-0.91, 0.83, 0.89)  0.217
C (-1.39, -1.04, -1.18)  -0.629
C (-1.22, -1.37, 0.31)  -0.523
S (-1.80, -0.06, 1.41)  -0.196
H (-0.82, -0.13, -1.44)  0.255
H (-2.48, -0.84, -1.40)  0.181
H (-1.05, -1.87, -1.80)  0.183
H (-0.16, -1.52, 0.53)  0.260
H (-1.77, -2.30, 0.54)  0.181


Which structure is the least stable? The one labeled run B.